A cluster of 15 separate species, C69H169N15O7 in total in a non-equilibrium geometry, computed with ωB97M-V/def2-TZVPD.

The geometry in XYZ format:
```
260
Properties=species:S:1:pos:R:3:forces:R:3:lowdin_charge:R:1
C 1.813 -3.522 -2.717 -0.1 -0.2 1.1 -0.04
C 2.125 -3.946 -1.208 0.1 0.0 -2.3 -0.21
N 3.527 -4.313 -1.141 -0.1 -1.5 -0.3 -0.20
C 3.836 -5.221 -0.033 -0.1 1.1 0.3 -0.22
C 3.724 -4.520 1.335 0.3 -0.8 0.2 -0.07
C 4.435 -3.228 -1.467 0.1 -1.1 0.0 -0.25
C 5.904 -3.605 -1.353 1.0 0.3 1.1 -0.08
H 2.329 -2.605 -3.001 -0.2 0.0 0.1 0.03
H 0.750 -3.389 -2.921 -0.1 0.2 0.3 0.05
H 2.140 -4.298 -3.409 0.2 -0.1 0.2 0.08
H 1.847 -3.177 -0.486 -0.1 0.4 0.0 0.07
H 1.522 -4.825 -0.982 0.0 -0.1 0.0 0.10
H 3.174 -6.085 -0.077 -0.4 0.2 -0.1 0.11
H 4.820 -5.680 -0.133 0.2 0.4 -0.1 0.10
H 4.020 -5.225 2.112 0.0 -0.1 0.2 0.07
H 4.413 -3.680 1.422 -0.1 0.2 -0.2 0.04
H 2.716 -4.193 1.589 0.0 0.1 -0.2 0.05
H 4.177 -2.403 -0.803 0.3 0.8 0.0 0.10
H 4.279 -2.947 -2.509 -0.3 0.2 0.1 0.10
H 6.211 -4.651 -1.380 -0.7 -0.1 -0.6 0.07
H 6.286 -3.327 -0.370 0.0 0.2 0.3 0.06
H 6.552 -3.051 -2.032 -0.3 -0.1 -0.2 0.06
C -1.719 -0.731 4.970 0.5 0.4 -0.2 -0.07
C -0.273 -0.901 5.468 -0.1 0.5 1.2 -0.20
N 0.234 0.140 6.418 -0.1 0.5 1.0 -0.18
C 0.278 1.521 5.957 0.9 0.1 -2.1 -0.24
C 1.267 1.752 4.737 -0.1 -0.1 0.6 -0.07
C -0.456 0.193 7.722 0.2 -1.7 0.7 -0.25
C -0.149 -1.046 8.643 -0.1 0.6 -1.5 -0.07
H -1.749 0.065 4.226 -0.3 0.2 0.0 0.05
H -2.361 -0.508 5.823 -0.1 0.3 -0.1 0.07
H -2.152 -1.620 4.511 0.4 -0.1 0.0 0.05
H -0.271 -1.829 6.040 0.4 -0.1 -0.1 0.10
H 0.509 -0.939 4.709 -0.4 -0.3 -0.4 0.10
H -0.708 1.914 5.709 -0.4 -0.1 -0.3 0.09
H 0.582 2.174 6.775 0.4 -0.2 0.0 0.11
H 1.209 1.093 3.870 -0.7 -0.5 0.2 0.05
H 1.209 2.737 4.276 -0.4 0.2 0.4 0.04
H 2.303 1.630 5.054 0.0 0.0 0.4 0.05
H -1.529 0.302 7.563 -0.3 0.0 0.2 0.10
H -0.142 1.039 8.333 0.2 0.3 -0.5 0.10
H -0.539 -1.951 8.178 -0.1 -0.1 0.3 0.05
H -0.556 -0.919 9.646 0.0 0.0 -0.1 0.07
H 0.936 -1.149 8.665 0.0 0.0 0.3 0.07
C 3.319 1.988 -0.262 0.2 0.0 0.4 -0.06
C 4.550 1.066 -0.311 -1.9 -0.2 -0.2 -0.28
N 5.744 1.783 -0.594 1.6 0.3 0.6 -0.16
C 6.870 0.854 -0.826 0.5 -0.2 -1.4 -0.24
C 6.716 -0.031 -2.079 -0.6 0.3 -0.6 -0.09
C 6.022 2.701 0.575 0.5 0.8 -2.6 -0.21
C 7.206 3.654 0.244 0.4 -0.7 0.6 -0.08
H 3.274 2.515 0.691 -0.2 0.2 -0.1 0.05
H 2.376 1.457 -0.384 0.1 -0.2 0.0 0.05
H 3.394 2.700 -1.084 0.0 0.2 0.0 0.08
H 4.667 0.513 0.621 -0.2 -0.4 0.4 0.11
H 4.277 0.353 -1.089 0.6 -0.2 -0.2 0.09
H 7.781 1.420 -1.017 -0.1 0.3 0.2 0.10
H 7.123 0.144 -0.040 -0.3 0.2 0.9 0.11
H 7.630 -0.506 -2.436 0.3 -0.1 0.7 0.07
H 5.970 -0.817 -1.961 0.0 0.0 0.1 0.03
H 6.428 0.549 -2.956 -0.3 0.3 0.1 0.07
H 6.126 2.113 1.487 0.2 0.1 0.3 0.10
H 5.180 3.391 0.621 -0.3 -0.4 0.4 0.08
H 8.137 3.105 0.101 0.1 0.0 0.2 0.05
H 7.378 4.359 1.057 0.0 -0.1 0.2 0.05
H 7.109 4.270 -0.650 -0.6 -0.3 -0.1 0.08
C -2.415 -3.632 2.324 0.6 -0.2 -0.6 -0.07
C -1.720 -5.020 2.207 -2.0 0.1 1.4 -0.21
N -2.616 -6.023 1.623 0.2 -0.8 -2.3 -0.19
C -2.779 -5.819 0.169 0.3 0.2 0.1 -0.25
C -1.479 -5.928 -0.627 0.1 0.1 0.3 -0.08
C -3.957 -6.273 2.167 1.4 0.0 1.5 -0.24
C -3.822 -6.771 3.616 -0.5 0.4 0.0 -0.09
H -3.374 -3.642 2.842 0.1 -0.3 0.2 0.05
H -2.631 -3.292 1.312 0.0 0.3 0.0 0.06
H -1.770 -2.900 2.810 0.1 0.0 -0.1 0.04
H -0.763 -4.967 1.688 -0.3 -0.1 -0.1 0.10
H -1.521 -5.385 3.215 0.3 0.1 0.1 0.10
H -3.252 -4.852 -0.001 -0.1 0.4 -0.3 0.10
H -3.514 -6.526 -0.215 0.2 -0.3 0.1 0.11
H -0.764 -5.157 -0.340 0.0 0.2 0.0 0.04
H -1.630 -5.798 -1.699 -0.2 -0.2 0.1 0.04
H -0.987 -6.877 -0.417 -0.1 -0.1 -0.1 0.08
H -4.555 -5.362 2.174 -0.4 0.1 -0.1 0.10
H -4.463 -7.001 1.532 0.2 0.0 0.0 0.11
H -3.458 -5.945 4.227 0.0 0.0 0.2 0.06
H -4.796 -7.049 4.017 -0.1 0.0 0.0 0.07
H -3.141 -7.605 3.788 0.0 0.0 -0.5 0.07
C 8.214 -3.614 3.904 -0.8 0.8 -0.4 -0.08
C 7.225 -2.652 3.161 1.0 -0.1 1.7 -0.23
N 6.485 -1.721 4.091 0.2 -1.2 -0.5 -0.16
C 5.492 -1.046 3.271 -0.7 1.2 0.6 -0.27
C 4.391 -0.289 4.093 0.7 0.1 -0.9 -0.07
C 7.353 -0.805 4.925 -1.1 -1.1 -1.0 -0.23
C 8.247 0.094 4.102 0.5 0.1 0.9 -0.09
H 8.733 -4.204 3.148 0.2 0.0 0.1 0.07
H 7.718 -4.287 4.604 -0.2 0.0 -0.1 0.07
H 8.923 -3.024 4.484 0.2 -0.1 -0.1 0.05
H 7.829 -2.099 2.442 0.1 0.4 -0.2 0.09
H 6.557 -3.250 2.541 -0.5 0.1 0.4 0.09
H 5.993 -0.360 2.589 0.1 0.7 -0.2 0.08
H 5.019 -1.721 2.557 -0.1 -0.5 0.4 0.09
H 4.811 0.570 4.616 0.3 -0.4 0.7 0.05
H 3.689 0.251 3.457 -0.2 -0.4 -0.6 0.04
H 3.814 -0.964 4.725 0.2 0.1 0.2 0.08
H 7.899 -1.420 5.640 0.2 -0.1 -0.2 0.10
H 6.692 -0.210 5.556 -0.2 0.0 -0.2 0.10
H 8.844 0.665 4.814 0.0 0.3 0.0 0.07
H 7.652 0.796 3.517 0.3 -0.1 -0.3 0.06
H 8.991 -0.472 3.541 -0.3 0.1 -0.4 0.07
C -0.690 -5.051 -7.012 1.0 -0.4 -0.8 -0.09
C -2.141 -4.967 -6.632 -0.1 0.5 -0.8 -0.27
N -2.570 -3.642 -6.212 0.4 1.1 1.2 -0.17
C -2.374 -2.549 -7.221 -0.4 -1.5 0.6 -0.23
C -3.287 -2.779 -8.405 -0.1 0.1 -1.0 -0.10
C -2.044 -3.203 -4.889 -1.5 0.0 0.3 -0.24
C -2.263 -4.277 -3.780 0.9 0.2 -1.4 -0.08
H -0.072 -4.560 -6.261 0.2 -0.1 0.0 0.07
H -0.433 -4.650 -7.992 -0.3 0.7 0.0 0.07
H -0.365 -6.078 -7.176 0.0 -0.3 0.6 0.07
H -2.779 -5.187 -7.488 0.0 -0.5 0.0 0.10
H -2.306 -5.726 -5.867 -0.5 0.3 0.1 0.10
H -2.619 -1.573 -6.803 -0.2 -0.2 0.5 0.10
H -1.316 -2.479 -7.471 0.1 0.0 -0.5 0.10
H -3.039 -3.635 -9.033 0.4 -0.1 0.1 0.06
H -4.343 -2.928 -8.182 0.1 0.1 0.6 0.08
H -3.251 -1.914 -9.067 0.1 0.1 -0.1 0.07
H -2.679 -2.344 -4.674 -0.1 0.1 0.3 0.10
H -1.048 -2.760 -4.871 0.6 -0.5 -0.3 0.08
H -2.138 -3.923 -2.757 -0.5 0.3 -0.2 0.04
H -1.485 -5.032 -3.893 0.1 -0.2 0.0 0.06
H -3.203 -4.779 -4.011 -0.2 0.2 0.6 0.08
C -7.625 1.724 0.393 0.0 -0.5 0.6 -0.08
C -7.725 1.239 -1.038 0.1 1.5 0.8 -0.26
N -6.525 0.546 -1.479 0.6 0.4 0.5 -0.18
C -5.367 1.428 -1.777 -0.4 0.8 -0.2 -0.22
C -5.682 2.472 -2.879 0.5 -0.5 -0.1 -0.06
C -6.945 -0.286 -2.565 0.3 -1.1 -0.5 -0.30
C -5.786 -1.065 -3.176 -0.1 0.8 0.5 -0.06
H -6.684 2.266 0.493 0.0 -0.1 0.4 0.05
H -7.703 0.857 1.049 0.5 0.0 0.3 0.06
H -8.407 2.394 0.749 -0.2 0.1 -0.6 0.08
H -8.585 0.581 -1.158 0.0 0.1 -0.1 0.12
H -7.872 2.175 -1.576 -0.3 -0.1 -0.9 0.11
H -5.042 1.978 -0.894 -0.6 0.1 0.4 0.09
H -4.443 0.882 -1.964 -0.4 -0.5 -0.6 0.08
H -6.299 2.022 -3.657 -0.5 0.1 0.2 0.07
H -6.128 3.364 -2.439 -0.1 -0.1 -0.3 0.06
H -4.814 2.766 -3.469 0.4 0.1 0.4 0.05
H -7.479 0.245 -3.352 0.0 0.5 -0.4 0.11
H -7.720 -0.918 -2.131 0.2 -0.5 -0.1 0.11
H -5.097 -0.334 -3.597 -0.1 -0.1 -0.7 0.05
H -6.140 -1.790 -3.909 0.3 0.0 0.1 0.08
H -5.175 -1.474 -2.372 -0.2 -0.7 0.0 0.05
C -1.913 -1.168 -1.654 -0.3 -0.7 -0.8 -0.07
C -1.895 -0.143 -0.578 0.0 -0.1 0.4 -0.25
N -0.524 0.045 -0.162 1.9 0.8 2.1 -0.16
C -0.349 1.285 0.570 -1.2 2.5 -1.3 -0.24
C -0.415 2.474 -0.416 0.3 -0.3 -0.3 -0.06
C -0.052 -0.977 0.747 1.2 -1.8 -1.1 -0.24
C 1.459 -1.075 1.050 -0.3 0.5 0.8 -0.08
H -2.899 -1.360 -2.077 -0.1 0.4 -0.1 0.06
H -1.601 -2.154 -1.311 0.3 0.0 0.1 0.06
H -1.230 -0.796 -2.418 -0.2 -0.4 -0.3 0.06
H -2.272 0.805 -0.961 -0.1 -0.1 0.0 0.10
H -2.487 -0.464 0.279 -0.4 0.1 0.2 0.10
H 0.543 1.445 1.175 0.3 -0.9 -0.3 0.10
H -1.174 1.492 1.252 -0.4 -0.5 0.6 0.10
H 0.183 2.217 -1.290 0.5 0.2 0.1 0.05
H -0.048 3.387 0.054 0.0 0.1 -0.1 0.04
H -1.393 2.643 -0.866 -0.3 0.0 0.4 0.05
H -0.526 -1.031 1.727 -0.7 0.2 0.1 0.11
H -0.180 -1.923 0.220 -0.7 -0.2 0.2 0.10
H 1.776 -0.489 1.913 0.0 0.6 -0.1 0.05
H 1.587 -2.083 1.443 0.3 -0.2 -0.4 0.06
H 2.129 -0.853 0.219 -0.1 -0.2 -0.1 0.06
C 0.774 -0.770 -5.171 1.4 -1.1 -1.1 -0.32
O 1.117 -1.530 -6.095 -0.6 1.1 1.4 -0.03
N 1.639 -0.093 -4.372 -0.8 0.5 0.3 -0.18
C 3.081 -0.220 -4.379 -0.5 -1.3 -0.2 -0.05
C 1.151 0.709 -3.246 -0.3 -0.9 -0.3 -0.06
H -0.284 -0.617 -4.907 0.0 0.2 0.0 0.12
H 3.350 -0.529 -3.369 0.4 0.4 0.2 0.07
H 3.582 0.691 -4.707 0.0 0.0 0.1 0.10
H 3.338 -1.081 -4.997 0.1 0.3 -0.4 0.09
H 0.112 0.999 -3.407 0.2 0.8 -0.4 0.06
H 1.024 0.121 -2.338 0.6 -0.3 0.3 0.07
H 1.903 1.482 -3.084 -0.6 0.4 0.1 0.08
C -6.050 -2.380 0.831 1.2 0.5 1.1 -0.34
O -6.592 -3.422 1.097 -0.7 -0.9 -0.7 0.01
N -5.618 -1.554 1.820 0.8 0.3 -0.1 -0.15
C -4.971 -0.258 1.508 -0.2 -0.3 0.4 -0.06
C -5.837 -1.918 3.233 0.0 1.0 -0.1 -0.04
H -5.705 -2.013 -0.148 -0.5 -0.1 -0.3 0.12
H -4.930 -0.005 0.449 -0.5 -0.6 -0.1 0.06
H -3.929 -0.203 1.823 0.0 -0.3 0.5 0.06
H -5.530 0.559 1.965 0.0 0.0 0.2 0.07
H -4.940 -2.030 3.842 0.6 0.4 -0.4 0.07
H -6.390 -1.057 3.609 -0.2 -0.3 0.7 0.08
H -6.342 -2.861 3.442 -0.4 0.3 -0.9 0.09
C -3.567 4.954 4.171 -2.5 -1.0 -1.8 -0.28
O -4.768 5.277 3.993 2.9 -0.4 0.8 -0.04
N -3.026 3.825 3.576 -0.6 1.0 1.1 -0.19
C -1.611 3.612 3.538 0.6 0.0 0.2 -0.08
C -3.816 2.928 2.760 0.0 0.2 0.4 -0.05
H -2.835 5.520 4.767 -0.2 0.0 0.0 0.13
H -1.370 2.551 3.589 -0.1 -0.1 0.1 0.07
H -1.145 4.101 4.394 0.1 0.1 -0.1 0.09
H -1.155 3.977 2.618 0.1 0.2 -0.1 0.07
H -3.440 3.044 1.743 -0.6 -0.2 -0.4 0.09
H -3.679 1.890 3.065 0.4 -0.1 0.1 0.07
H -4.874 3.129 2.929 0.1 0.3 -0.6 0.10
C 2.443 5.275 1.995 1.8 -0.4 1.0 -0.35
O 1.486 4.561 1.888 -1.4 -0.5 -0.3 0.01
N 3.533 4.978 2.758 1.3 0.5 0.1 -0.17
C 4.709 5.867 2.740 -1.0 0.1 0.5 -0.05
C 3.750 3.811 3.631 -0.6 0.0 -1.1 -0.03
H 2.587 6.247 1.498 -0.2 0.0 -0.2 0.13
H 4.474 6.752 2.149 0.3 -0.1 -0.2 0.08
H 5.611 5.349 2.415 -0.1 0.0 -0.3 0.07
H 4.889 6.216 3.757 0.1 0.0 0.1 0.09
H 3.008 3.038 3.429 -0.1 0.3 0.1 0.05
H 4.705 3.362 3.361 0.2 0.1 0.1 0.08
H 3.750 4.110 4.679 -0.1 -0.1 0.0 0.10
C -4.648 5.262 0.275 0.8 -0.1 -1.1 -0.32
O -5.548 4.848 -0.432 -0.5 0.0 0.8 0.01
N -3.403 5.466 -0.235 0.3 0.0 -0.5 -0.17
C -2.293 6.001 0.526 -0.6 -0.1 0.0 -0.06
C -3.085 5.250 -1.659 -0.1 -0.8 0.5 -0.02
H -4.671 5.498 1.351 -0.5 -0.1 0.0 0.12
H -2.051 6.968 0.084 0.6 0.0 0.0 0.08
H -1.491 5.264 0.498 0.4 0.4 -0.1 0.07
H -2.537 6.198 1.570 -0.3 -0.2 0.0 0.09
H -2.261 4.542 -1.752 0.4 0.1 0.2 0.06
H -3.886 4.738 -2.192 -0.3 0.5 0.2 0.08
H -2.771 6.164 -2.163 -0.3 0.2 0.1 0.08
C 0.000 6.264 -3.000 0.7 -2.1 0.3 -0.32
O -0.081 5.285 -3.752 0.0 1.6 0.7 -0.02
N 0.856 6.335 -1.933 0.3 0.5 -0.4 -0.16
C 0.716 7.465 -1.000 0.5 -0.8 -0.8 -0.05
C 1.826 5.295 -1.597 -0.2 -1.1 0.9 -0.05
H -0.651 7.151 -3.035 0.0 -0.1 -0.3 0.13
H 0.440 7.098 -0.012 -0.1 0.1 0.0 0.07
H -0.042 8.119 -1.433 0.0 0.1 0.4 0.08
H 1.668 7.991 -0.943 0.0 0.2 0.1 0.09
H 1.488 4.777 -0.700 -0.5 -0.3 0.0 0.05
H 2.013 4.519 -2.338 -0.7 0.4 -0.4 0.09
H 2.830 5.550 -1.255 0.1 1.3 -0.5 0.08
C -2.159 2.361 -4.542 -0.3 -0.9 0.2 -0.32
O -2.408 1.328 -3.915 0.0 0.6 -0.7 -0.03
N -2.578 2.664 -5.804 0.0 0.7 1.1 -0.16
C -1.986 3.873 -6.396 0.6 -0.2 -1.6 -0.06
C -3.374 1.721 -6.601 0.5 0.4 -0.5 -0.03
H -1.521 3.132 -4.082 -0.1 0.2 -0.2 0.12
H -1.623 4.688 -5.769 -0.2 -0.7 0.9 0.07
H -2.562 4.407 -7.151 -1.0 -0.5 0.2 0.08
H -1.134 3.563 -7.001 0.4 -0.1 0.1 0.09
H -2.760 1.139 -7.288 0.5 -0.2 0.1 0.08
H -3.919 1.007 -5.983 0.0 0.4 0.2 0.08
H -4.007 2.289 -7.283 -0.4 0.1 0.4 0.09
```
Forces are in eV/Å.

Computed properties:
2S+1 ... 1
E_LUMO ... 0.03 eV

=====

A structure of composition C3H3LiMgO3 in a non-equilibrium geometry, computed with ωB97M-V/def2-TZVPD.

The geometry in XYZ format:
```
11
Properties=species:S:1:pos:R:3:forces:R:3:lowdin_charge:R:1
O 0.796 -0.029 0.437 0.8 -0.1 1.2 -0.12
C -0.472 0.475 0.735 -1.2 0.2 0.2 -0.18
C -1.541 -0.316 0.716 0.3 0.3 0.0 0.12
O 0.490 0.093 -1.817 0.3 0.4 0.8 0.06
C 1.252 -0.142 -0.897 -0.8 -0.6 -1.5 -0.67
O 2.419 -0.597 -0.872 0.9 0.1 0.8 0.02
Mg 2.702 -0.629 1.089 -0.4 0.0 -1.1 1.55
H -0.461 1.525 1.028 0.0 -0.2 -0.1 0.15
H -2.512 0.100 0.984 0.2 -0.1 0.0 0.11
H -1.474 -1.379 0.478 0.0 0.3 0.0 0.11
Li -1.198 0.899 -1.881 0.0 -0.1 -0.3 0.86
```
Forces are in eV/Å.

Computed properties:
2S+1 ... 1
Charge ... +2
E_LUMO ... -11.05 eV

=====

Q: 2S+1 of number 2 (C3H3LiMgO3)?
A: 1